# C4H10N2O

A gas-phase ion, C4H10N2O (charge -1) in a non-equilibrium geometry (the ωB97M-V functional and the def2-TZVPD basis, the Open Molecules 2025 dataset).

```
17
Properties=species:S:1:pos:R:3:forces:R:3
N -1.729285 -2.683208 -0.144385 -0.583 0.692 0.668
C -0.912806 -1.657389 0.441397 0.965 -0.075 -1.659
C -0.652619 -0.521338 -0.564861 -0.319 0.139 0.472
N 0.495770 0.175113 -0.358092 -0.019 -0.753 0.308
C 0.616614 1.605533 -0.427124 -0.561 0.871 -0.884
C 1.545292 2.143962 0.654361 0.402 -1.000 -1.019
O -1.527925 -0.175493 -1.336912 -0.341 0.262 -0.191
H -1.466072 -3.641913 -0.062804 0.042 0.004 -0.284
H -2.358767 -2.341599 -0.851398 0.139 -0.456 -0.108
H 0.081371 -2.055359 0.667250 -0.190 -0.064 0.634
H -1.368392 -1.106898 1.273874 0.179 -0.310 0.255
H 1.290052 -0.399321 -0.090701 0.036 0.451 0.394
H 0.889229 1.985443 -1.423780 0.618 -0.355 0.061
H -0.385974 2.030340 -0.382235 -0.192 -0.181 0.527
H 1.198390 1.857189 1.643811 -0.129 0.491 0.155
H 2.485710 1.603710 0.514440 0.236 0.001 0.160
H 1.799413 3.181228 0.447159 -0.284 0.282 0.511
```
Positions in Å, forces in eV/Å.

Summary:
2S+1: 2
HOMO-LUMO gap (alpha / beta) (eV): 2.869 / 9.565
HOMO (alpha / beta) (eV): 1.2 / -5.4
Strongest force on any atom (eV Å⁻¹): 1.92
Charge: -1
LUMO energy (alpha / beta) (hartree): 0.1508 / 0.1528